104
Properties=species:S:1:pos:R:3 method="wB97M-V/def2-TZVPD" gap_ha=0.34133 e_lumo_ev=0.357 e_above_lowest_kj_mol=433.0 e_homo_ev=-8.93
C -2.46 2.46 2.59
C -2.75 1.26 3.53
C -4.10 1.41 4.37
O -4.12 2.58 5.16
C -4.04 2.34 6.54
N -2.61 0.03 2.77
H -3.24 2.64 1.85
H -1.50 2.34 2.08
H -2.39 3.19 3.40
H -1.89 1.36 4.19
H -4.29 0.55 5.01
H -4.99 1.41 3.74
H -4.19 3.28 7.06
H -3.13 1.84 6.87
H -4.86 1.72 6.91
H -1.85 0.18 2.13
H -2.29 -0.72 3.37
C 2.58 3.39 2.49
C 3.73 3.28 1.43
C 3.92 1.80 1.01
O 5.21 1.60 0.40
C 5.51 0.17 0.36
N 3.44 4.13 0.33
H 3.04 3.34 3.47
H 1.91 2.54 2.36
H 2.00 4.31 2.47
H 4.66 3.70 1.80
H 2.94 1.59 0.57
H 4.02 1.31 1.97
H 6.40 -0.02 -0.25
H 4.68 -0.33 -0.14
H 5.71 -0.35 1.29
H 4.33 4.33 -0.10
H 2.85 3.75 -0.40
C -0.33 -2.25 -2.24
C 1.14 -1.86 -2.33
C 1.96 -2.52 -3.46
O 1.65 -3.94 -3.27
C 2.61 -4.92 -3.67
N 1.16 -0.47 -2.47
H -1.02 -1.93 -3.02
H -0.86 -1.89 -1.36
H -0.49 -3.33 -2.30
H 1.68 -2.21 -1.45
H 3.00 -2.39 -3.19
H 1.64 -2.17 -4.44
H 2.32 -5.94 -3.42
H 3.51 -4.73 -3.08
H 2.88 -4.70 -4.70
H 2.14 -0.25 -2.48
H 0.75 -0.19 -3.36
C -1.36 6.75 -3.98
C -1.00 5.42 -4.78
C -0.37 4.39 -3.72
O -1.07 4.13 -2.47
C -0.62 2.94 -1.80
N -2.09 4.74 -5.57
H -0.54 7.07 -3.34
H -2.24 6.75 -3.33
H -1.48 7.59 -4.68
H -0.31 5.68 -5.58
H 0.60 4.76 -3.39
H -0.21 3.42 -4.20
H -1.01 2.83 -0.79
H 0.47 3.04 -1.78
H -0.87 2.04 -2.36
H -2.90 4.46 -5.03
H -2.51 5.38 -6.23
C -5.00 -1.37 0.53
C -5.83 -0.13 1.04
O -7.07 -0.19 0.53
H -4.83 -1.36 -0.55
H -5.40 -2.38 0.60
H -3.97 -1.40 0.90
H -5.48 0.85 0.72
H -5.77 -0.06 2.13
H -7.09 -0.21 -0.43
C -0.87 -5.80 1.50
C -1.76 -5.99 0.22
O -3.13 -6.04 0.45
H -1.11 -6.53 2.28
H -0.89 -4.77 1.85
H 0.14 -6.00 1.15
H -1.54 -6.89 -0.35
H -1.57 -5.22 -0.52
H -3.44 -6.90 0.74
C -0.12 -1.97 1.26
C 0.74 -0.70 1.11
O 0.25 0.19 0.15
H -1.18 -1.78 1.10
H 0.02 -2.42 2.25
H 0.23 -2.75 0.58
H 1.78 -0.97 0.91
H 0.66 -0.08 2.00
H 0.44 -0.12 -0.74
C 3.97 -3.34 0.69
C 5.08 -3.44 -0.33
O 6.25 -3.80 0.34
H 4.27 -2.89 1.64
H 3.58 -4.35 0.79
H 3.12 -2.79 0.27
H 5.27 -2.53 -0.90
H 4.75 -4.19 -1.07
H 7.03 -3.78 -0.22